Entry 1:
Entry from OMol25: a single C9H9FO2 molecule (ωB97M-V with the def2-TZVPD basis set).

XYZ file:
```
21
Properties=species:S:1:pos:R:3:forces:R:3
C -1.92530 -2.24854 -0.56480 1.207 0.874 2.614
O -2.12192 -0.86092 -0.21643 0.271 -0.376 0.342
C -1.27577 -0.05734 0.54166 -0.486 3.128 -3.136
F -1.56816 -0.10285 1.87515 0.328 -0.683 0.251
C -2.11998 1.31980 0.00930 2.239 -2.491 -0.883
O -1.96910 1.80845 -1.07507 -0.361 0.093 1.556
C 0.24681 0.20887 0.23146 -2.075 -0.470 2.011
C 0.92541 -0.22933 -0.89312 -3.071 -1.322 -0.618
C 2.20860 0.10439 -1.05190 1.558 0.511 1.482
C 2.92026 0.83051 -0.07916 0.908 1.165 -1.083
C 2.21853 1.40768 0.98085 -0.491 -0.845 2.353
C 0.84676 1.02345 1.20644 1.048 0.248 -1.638
H -1.98011 -2.28521 -1.61571 -0.233 -0.508 -1.126
H -2.61317 -2.86860 0.01128 -0.364 0.079 -0.518
H -0.94192 -2.50997 -0.17456 0.252 -0.356 -0.476
H -2.87728 1.35636 0.76775 -1.290 1.241 0.350
H 0.41658 -0.89047 -1.66952 0.630 1.027 1.225
H 2.67282 -0.38921 -1.83502 1.362 -0.330 -1.548
H 4.01633 1.06527 -0.33125 -1.772 -0.383 0.881
H 2.72643 1.90859 1.87621 -0.553 -0.370 -1.807
H 0.19419 1.40908 2.00641 0.894 -0.231 -0.232
```
Forces are in eV/Å.

Net charge: 0
SMILES: CO[C@](F)(C=O)c1ccccc1
Calculated total energy (Eh): -598.6020
Maximum force (eV Å⁻¹): 4.46
Kohn-Sham gap (Ha): 0.3560
Molecular weight (g/mol): 168.17

---

Entry 2:
Entry from OMol25: a 2-piece molecular cluster, CH5ClO2SSi overall (ωB97M-V with the def2-TZVPD basis set).

XYZ file:
```
11
Properties=species:S:1:pos:R:3:forces:R:3
C -0.71586 -0.69993 -1.35103 -2.298 0.353 0.802
O 0.64592 2.59581 1.17864 -1.104 1.368 0.479
O -0.66407 3.41408 3.07538 -0.990 -1.040 3.919
Si 0.82783 0.96197 1.37179 -0.366 -1.954 -0.539
S -0.46536 3.67119 1.73274 1.594 0.759 -4.444
Cl -2.20994 3.09889 0.60738 0.429 -0.257 0.366
H -0.07149 -1.49991 -1.10289 1.055 -0.500 -0.331
H -1.62844 -0.79300 -0.67593 1.094 0.650 -1.197
H -0.84161 -0.29708 -2.38224 0.347 -0.316 1.164
H 2.28355 0.72112 1.13546 -0.323 0.098 0.360
H 0.20165 0.26460 2.59828 0.562 0.838 -0.580
```
Forces are in eV/Å.

Net charge: 0
Calculated total energy (Eh): -1339.3138
Maximum force (eV Å⁻¹): 4.78
Kohn-Sham gap (alpha / beta) (Ha): 0.3072 / 0.2827
Molecular weight (g/mol): 144.66

---

Entry 3:
Entry from OMol25: a 2-piece molecular cluster, F2HNS overall (ωB97M-V with the def2-TZVPD basis set).

XYZ file:
```
5
Properties=species:S:1:pos:R:3:forces:R:3
N -0.47898 0.79795 -0.15958 0.348 1.086 0.011
F -2.05045 -1.16422 0.06531 -0.675 2.036 0.017
F 2.62188 -0.37516 0.06428 -1.914 1.216 -0.048
S -1.88442 0.61060 -0.00563 0.473 -3.150 0.009
H 1.79197 0.13083 0.03563 1.767 -1.188 0.011
```
Forces are in eV/Å.

Net charge: 0
Calculated total energy (Eh): -653.2100
Maximum force (eV Å⁻¹): 3.19
Kohn-Sham gap (Ha): 0.3709
Molecular weight (g/mol): 85.08

---

Entry 4:
Entry from OMol25: a single C4H6FNS molecule (ωB97M-V with the def2-TZVPD basis set).

XYZ file:
```
13
Properties=species:S:1:pos:R:3:forces:R:3
C -1.96178 1.56024 0.03567 -0.149 0.712 0.683
C -1.44277 0.16911 0.01786 0.723 -1.550 -0.438
N -2.36757 -0.84656 -0.04252 -0.659 0.285 0.043
C -0.11640 -0.23965 0.00460 -0.449 1.002 0.400
F 0.02891 -1.58165 0.05680 0.343 -0.377 -0.114
C 1.06128 0.56886 -0.02097 -1.327 1.790 -0.211
S 2.63078 0.17146 -0.01218 0.028 -0.298 0.024
H -1.16767 2.31633 0.02223 -0.264 -0.328 -0.035
H -2.62910 1.74378 -0.79620 -0.019 -0.043 -0.475
H -2.59973 1.76419 0.92542 0.581 -0.371 -0.309
H -3.34850 -0.60565 -0.26256 1.200 -0.518 0.390
H -2.05046 -1.83033 -0.02297 -0.482 1.247 -0.167
H 0.77379 1.67766 -0.10762 0.474 -1.551 0.210
```
Forces are in eV/Å.

Net charge: 0
SMILES: C/C(N)=C(/F)C=S
Calculated total energy (Eh): -708.7906
Maximum force (eV Å⁻¹): 2.24
Kohn-Sham gap (Ha): 0.2909
Molecular weight (g/mol): 119.16

---

Entry 5:
Entry from OMol25: a 5-piece molecular cluster, C23H45BrO17S overall (ωB97M-V with the def2-TZVPD basis set).

XYZ file:
```
87
Properties=species:S:1:pos:R:3:forces:R:3
C 4.86744 -1.23719 1.44627 -0.867 -0.856 0.524
C 3.66689 -0.39654 0.82318 0.023 4.158 0.951
O 3.59523 0.81871 1.15474 -0.071 -4.534 -1.322
O 2.66832 -0.88835 -0.04963 2.785 -0.718 1.339
C 2.94821 -2.22977 -0.52290 -1.500 -1.583 -1.040
C 2.53112 -3.38335 0.54582 2.438 1.438 0.019
O 1.37311 -4.15563 0.12901 0.032 1.801 1.953
S 0.07781 -3.78664 1.15843 -0.071 -0.984 1.962
O 0.41427 -4.09922 2.59314 -0.024 1.415 -3.593
O -0.08193 -2.09455 0.94882 0.087 -1.759 -0.790
C -1.37839 -1.96520 0.23688 -0.401 -0.967 1.388
C -2.51793 -2.02810 1.40502 -0.134 0.366 -2.585
C -3.86651 -1.44842 0.70559 0.101 -0.612 1.176
Br -1.84129 -0.87166 2.87913 -0.803 -0.593 -0.522
H 4.40187 -1.91943 2.25473 0.666 0.931 -1.257
H 5.58521 -0.54908 2.01726 -1.234 -0.832 -1.298
H 5.40103 -1.92747 0.71665 -0.628 1.081 0.888
H 2.25008 -2.40088 -1.42676 1.104 0.419 1.396
H 4.00967 -2.35691 -0.91687 -1.316 0.307 0.769
H 3.45060 -4.05607 0.67160 -1.594 0.566 -0.161
H 2.38691 -2.82838 1.54356 -0.092 -1.115 -1.371
H -1.43755 -0.99490 -0.35120 0.396 -1.262 0.934
H -1.44324 -2.90248 -0.43378 -0.419 1.731 0.662
H -2.67910 -3.10148 1.77922 0.467 1.768 -0.377
H -4.71172 -2.14709 1.06331 1.067 1.358 -0.859
H -4.04866 -0.39415 1.09739 0.140 -1.435 -0.693
H -3.78385 -1.43902 -0.44480 -0.128 -0.135 1.869
C 1.58454 3.42659 1.67557 -0.018 0.351 -0.117
C 0.31679 2.71495 2.10711 0.556 -0.263 -0.475
O -0.34951 3.44099 3.14916 -0.592 0.333 0.074
C -1.05448 4.51172 2.75181 0.397 -0.202 -0.033
O -1.17801 4.89959 1.61495 -0.101 -0.118 0.445
O -1.57928 5.09269 3.84312 0.042 -0.220 -0.227
C -2.28159 6.30376 3.57084 -0.245 0.369 0.013
H 2.22641 3.62387 2.53787 -0.007 -0.197 -0.042
H 2.13635 2.82539 0.95075 -0.046 -0.026 0.161
H 1.35811 4.39342 1.21972 -0.090 -0.112 -0.015
H 0.57322 1.73678 2.51989 -0.178 0.178 0.210
H -0.35732 2.54099 1.26389 -0.031 0.211 0.130
H -3.03688 6.16072 2.79529 0.205 0.001 -0.007
H -1.57506 7.08393 3.27951 -0.111 -0.081 -0.128
H -2.78315 6.61459 4.48804 0.175 -0.250 0.026
C -4.20470 3.22650 5.59130 -0.008 0.298 -0.007
C -5.47072 2.50923 6.01957 0.456 -0.228 -0.448
O -6.14138 3.23019 7.06101 -0.509 0.292 0.041
C -6.84938 4.29944 6.66318 0.326 -0.123 0.002
O -6.97098 4.68782 5.52632 -0.060 -0.132 0.435
O -7.37901 4.87739 7.75321 0.079 -0.253 -0.271
C -8.08467 6.08632 7.47966 -0.252 0.383 0.013
H -3.56475 3.42515 6.45469 -0.005 -0.175 -0.057
H -3.64900 2.62883 4.86584 -0.018 0.012 0.074
H -4.43348 4.19298 5.13664 -0.051 -0.140 -0.054
H -5.21198 1.53135 6.43153 -0.184 0.187 0.233
H -6.14246 2.33451 5.17473 -0.024 0.218 0.123
H -8.83727 5.94113 6.70198 0.212 0.001 -0.010
H -7.38000 6.86894 7.19047 -0.112 -0.081 -0.127
H -8.58963 6.39499 8.39553 0.186 -0.251 0.023
C 0.15239 -3.44555 -6.80951 0.299 -0.048 0.040
C -0.70828 -3.91678 -5.65233 -0.160 0.514 -0.424
O -0.16649 -5.10457 -5.06007 0.284 -0.057 0.534
C 0.87979 -4.91884 -4.24100 -0.162 -0.235 -0.329
O 1.38392 -3.85572 -3.96277 -0.232 -0.371 0.100
O 1.28608 -6.12001 -3.80449 -0.232 0.437 -0.089
C 2.45789 -6.07321 -2.99171 0.413 -0.078 0.307
H 0.30194 -4.25328 -7.53037 -0.163 0.064 0.016
H -0.31279 -2.59742 -7.31578 -0.004 -0.071 0.037
H 1.14279 -3.13904 -6.46571 -0.134 0.072 0.019
H -1.70260 -4.17632 -6.02204 0.147 -0.274 0.175
H -0.83929 -3.13383 -4.90024 0.200 -0.143 0.024
H 2.34110 -5.36935 -2.16468 -0.023 0.010 -0.181
H 3.32257 -5.80707 -3.60378 -0.076 0.105 0.095
H 2.61911 -7.06874 -2.57737 -0.238 0.036 -0.200
C 2.48884 -0.79554 -4.11961 0.088 0.352 0.016
C 3.46820 -1.73332 -4.79717 -0.380 -0.196 0.453
O 3.96512 -1.16345 -6.01539 0.555 0.236 -0.166
C 4.91868 -0.22873 -5.87185 -0.328 -0.035 0.068
O 5.38599 0.15397 -4.82637 -0.066 -0.175 -0.423
O 5.24500 0.22474 -7.09272 -0.053 -0.237 0.301
C 6.18824 1.29478 -7.07741 0.304 0.347 -0.099
H 1.69340 -0.50396 -4.81057 -0.012 -0.190 0.034
H 2.04389 -1.27160 -3.24483 -0.009 -0.005 -0.142
H 2.98126 0.12479 -3.79707 0.041 -0.132 0.040
H 2.95482 -2.65640 -5.06815 0.181 0.204 -0.226
H 4.29262 -2.00722 -4.13256 0.043 0.213 -0.128
H 7.07752 1.03376 -6.50008 -0.200 0.038 0.061
H 5.71989 2.19534 -6.67466 0.125 -0.100 0.102
H 6.49013 1.49109 -8.10669 -0.225 -0.216 0.039
```
Forces are in eV/Å.

Net charge: 0
Calculated total energy (Eh): -5154.5889
Maximum force (eV Å⁻¹): 4.72
Kohn-Sham gap (Ha): 0.3846
Molecular weight (g/mol): 705.57

---

Entry 6:
Entry from OMol25: a 2-piece molecular cluster, C9H9Cl3O2 overall (ωB97M-V with the def2-TZVPD basis set).

XYZ file:
```
23
Properties=species:S:1:pos:R:3:forces:R:3
C -2.73640 1.83692 -0.05105 -0.473 0.479 -2.922
C -2.14711 1.43537 -1.27724 1.764 -0.196 3.526
C -2.21756 1.44918 1.10627 0.398 -0.681 4.190
C -0.95336 0.75328 -1.26863 -2.150 -0.684 1.512
C -1.18080 0.51084 1.14634 -0.518 0.241 -1.336
C -0.61950 0.13419 -0.05441 1.421 0.854 -0.935
C 1.42741 -2.46119 1.27724 -1.864 -0.939 1.239
C 0.52561 -0.79181 -0.15288 1.256 3.117 0.266
C 2.34234 0.47888 -0.55605 -1.743 -0.430 0.780
O 0.57245 -1.50231 -1.28331 0.395 -1.343 0.086
O 0.82516 -1.18008 1.09386 0.799 -1.251 -1.040
Cl 3.05993 -0.14951 -2.04533 0.128 0.038 -0.020
Cl 2.04895 2.21033 -0.66823 -0.281 0.004 -0.379
Cl 3.32879 0.23763 0.86368 0.472 -0.357 0.032
H -3.57934 2.49580 -0.09640 -0.373 0.230 0.065
H -2.48973 1.79620 -2.13668 -1.626 1.468 -3.467
H -2.62172 1.80218 2.10982 0.359 -0.429 -1.538
H -0.44921 0.48293 -2.15058 0.513 -0.073 -0.973
H -0.86794 0.01447 2.02171 0.274 -0.107 0.982
H 1.16891 -2.70658 2.34716 0.392 0.056 -1.149
H 2.48767 -2.54304 1.15085 0.563 0.457 -0.360
H 0.87301 -3.13257 0.60714 0.539 -0.232 0.304
H 1.20247 -1.17113 -1.98328 -0.242 -0.221 1.135
```
Forces are in eV/Å.

Net charge: 0
Calculated total energy (Eh): -1879.2994
Maximum force (eV Å⁻¹): 4.26
Kohn-Sham gap (alpha / beta) (Ha): 0.3155 / 0.3155
Molecular weight (g/mol): 255.53